{"formula": "C46H60N4O3S2Sb3Tl", "method": "ωB97M-V/def2-TZVPD", "e_lumo_ha": [0.1131, 0.1130], "charge": -2, "energy_ev": -106742.753, "relative_energy_ev": 0.000, "elements": ["Tl", "C", "C", "C", "Sb", "C", "C", "C", "C", "C", "C", "C", "C", "C", "C", "C", "C", "Sb", "C", "C", "C", "C", "C", "C", "C", "C", "C", "C", "C", "C", "H", "H", "H", "H", "H", "H", "H", "H", "H", "H", "H", "H", "H", "H", "H", "H", "H", "H", "H", "H", "H", "H", "H", "H", "H", "H", "H", "S", "C", "N", "C", "C", "C", "Sb", "C", "C", "C", "C", "C", "C", "H", "H", "H", "H", "H", "H", "H", "H", "H", "H", "H", "H", "H", "H", "H", "H", "H", "H", "H", "H", "H", "C", "N", "C", "C", "N", "H", "H", "H", "H", "H", "H", "N", "C", "C", "C", "C", "C", "C", "S", "O", "O", "O", "H", "H", "H", "H", "H", "H"], "xyz": [[17.223792, 10.133141, 13.634897], [8.273921, 12.811542, 15.355850], [8.309892, 13.268099, 16.781008], [9.814123, 13.445128, 17.178445], [10.658973, 12.043700, 18.720283], [12.527864, 13.097380, 18.835979], [12.576309, 14.078992, 19.834133], [13.092508, 15.379955, 19.449430], [13.715106, 15.524316, 18.180871], [13.992068, 14.355087, 17.391357], [13.372171, 13.156764, 17.707937], [9.359676, 12.884073, 20.258285], [8.746633, 14.145511, 20.183195], [8.333104, 14.622322, 21.444290], [8.216121, 13.802255, 22.612709], [8.685612, 12.533031, 22.538741], [9.335729, 12.093312, 21.377795], [8.592067, 14.375420, 13.816634], [7.112162, 15.962321, 13.449702], [7.443861, 17.207499, 12.950306], [6.405349, 18.174289, 12.788935], [5.046509, 17.825250, 12.993698], [4.779185, 16.580877, 13.576572], [5.764985, 15.665249, 13.811494], [8.527393, 13.460279, 11.955850], [7.315163, 13.101790, 11.379034], [7.355706, 12.097787, 10.390879], [8.639756, 11.471985, 10.097083], [9.779815, 11.865867, 10.660890], [9.746788, 12.939066, 11.506707], [7.313625, 12.667383, 14.876134], [9.058259, 12.098872, 14.983252], [7.863015, 12.555671, 17.438230], [7.677110, 14.178813, 16.905210], [10.025851, 14.470567, 17.512570], [10.488160, 13.291608, 16.361969], [12.188823, 13.918650, 20.892590], [12.976368, 16.218943, 20.170595], [14.081447, 16.470581, 17.852622], [14.624666, 14.502821, 16.521449], [13.465233, 12.307740, 17.049230], [8.465391, 14.510979, 19.222580], [8.151209, 15.706854, 21.470048], [7.773500, 14.206202, 23.515622], [8.401895, 11.821217, 23.438075], [9.833235, 11.065644, 21.316657], [8.477385, 17.372610, 12.567924], [6.762922, 19.094878, 12.363687], [4.207420, 18.520939, 12.781029], [3.745621, 16.249046, 13.826330], [5.591020, 14.692018, 14.270076], [6.298313, 13.481356, 11.732605], [6.492440, 11.693510, 9.817434], [8.547452, 10.719008, 9.335226], [10.708968, 11.301094, 10.563706], [10.621114, 13.579256, 11.842447], [10.266207, 14.457727, 14.024792], [6.803838, 6.088783, 10.241816], [6.185007, 5.512469, 11.642539], [5.946080, 5.031196, 12.678252], [18.940489, 12.746193, 11.227238], [20.221633, 12.076936, 11.709536], [20.179556, 10.609063, 11.249824], [19.993650, 12.240117, 13.908166], [21.559621, 10.968770, 14.875665], [20.931266, 10.058316, 15.956909], [22.258786, 10.164257, 13.761424], [20.932842, 14.302871, 14.487458], [21.270897, 15.078678, 13.232105], [20.008842, 15.106719, 15.408477], [18.084177, 12.106016, 11.494896], [19.009511, 12.729158, 10.101213], [18.770456, 13.820517, 11.414540], [21.155680, 12.602154, 11.443598], [19.998996, 9.905241, 12.081295], [21.054132, 10.255991, 10.696979], [19.286303, 10.444481, 10.596862], [22.189882, 11.667917, 15.437654], [19.876115, 9.872298, 15.705991], [20.942368, 10.405967, 17.045195], [21.440849, 9.120219, 15.934357], [21.529288, 9.572671, 13.212322], [22.889445, 9.444287, 14.244696], [22.827266, 10.870838, 13.182213], [21.861671, 13.942728, 15.033274], [20.320994, 15.210386, 12.636484], [22.092359, 14.577286, 12.647332], [21.738532, 16.041566, 13.461101], [19.200584, 15.527993, 14.872128], [20.499448, 15.920972, 15.975255], [19.533029, 14.438984, 16.160238], [15.544854, 5.551858, 11.018487], [16.752904, 6.378656, 11.270327], [18.037893, 5.918564, 10.570940], [17.014300, 7.333056, 12.078725], [17.376850, 8.173677, 12.831784], [15.213505, 5.705812, 9.980041], [14.628959, 5.576910, 11.655510], [15.914345, 4.455563, 11.098141], [17.881368, 4.865111, 10.208349], [18.816080, 6.045033, 11.338721], [18.130732, 6.667793, 9.779780], [19.513765, 12.144157, 4.667350], [18.612845, 11.645139, 5.619347], [17.374248, 12.260925, 5.915297], [16.508671, 11.897738, 6.933839], [16.975495, 10.852127, 7.718205], [18.111527, 10.122078, 7.452055], [18.961245, 10.507572, 6.452862], [15.978103, 10.456467, 9.156726], [15.985048, 11.795665, 9.804071], [14.714717, 10.084299, 8.474348], [16.551943, 9.449648, 10.083834], [19.541050, 13.147862, 4.510861], [19.557470, 11.596026, 3.815266], [17.081868, 13.104105, 5.336522], [15.496928, 12.306790, 6.993555], [18.349369, 9.261182, 8.073822], [19.986661, 10.041369, 6.400652]], "forces_ev_per_angstrom": [[-0.378, 2.636, 1.034], [0.279, -0.356, -2.428], [1.187, 0.600, -0.242], [-0.117, 0.451, 1.223], [-1.197, -0.380, -1.109], [-0.153, 0.206, 0.924], [0.470, 2.050, -0.279], [0.103, -1.310, 0.090], [-0.177, -2.039, 1.033], [-0.430, 1.674, 0.956], [-0.617, 0.677, 0.270], [1.142, -0.199, -1.234], [-0.109, -1.805, 2.710], [-0.301, 0.853, -0.564], [0.405, 1.933, -1.573], [-0.862, -2.728, 1.952], [0.479, -1.497, 0.781], [0.798, 1.743, 2.097], [-1.675, -0.192, -0.655], [-0.831, 0.328, -0.215], [0.299, -1.363, -0.363], [0.867, 0.772, 0.357], [-1.584, -0.360, 0.056], [2.126, 0.162, -0.048], [0.069, -0.091, -0.043], [-1.690, -1.290, -0.425], [1.654, -0.344, -0.315], [-4.757, 0.200, -1.015], [2.526, -0.181, 0.544], [0.394, 2.363, 1.503], [-0.561, -1.283, 0.767], [-1.056, 0.174, 0.833], [-0.504, -0.838, 0.370], [0.737, -0.223, -0.078], [-0.009, -0.242, 0.138], [0.177, -0.118, -0.825], [0.053, 0.295, -1.737], [0.235, -0.589, -0.767], [0.167, 0.519, -0.113], [-0.120, -0.363, 0.015], [-0.108, -0.121, -0.190], [0.443, 1.129, -0.301], [-0.639, -0.541, 0.333], [0.064, -0.002, -0.103], [1.082, 1.318, -1.952], [-0.837, 1.510, 0.344], [-0.844, 0.274, 0.472], [-0.547, 0.556, -0.116], [0.852, -0.450, 0.176], [0.671, 0.610, -0.340], [-0.415, 0.140, -0.075], [1.629, -0.326, -0.426], [0.541, 0.628, 0.769], [0.495, -0.526, 0.080], [-0.133, 0.384, -0.564], [-0.574, -1.781, -0.232], [0.947, -0.060, -0.471], [0.011, 0.521, -1.037], [0.532, -0.627, 0.943], [-0.600, 0.085, 0.084], [0.247, 0.223, -2.099], [0.449, 0.200, 1.094], [-0.789, -0.576, -0.236], [-0.379, 0.596, 1.170], [-0.744, 0.463, 0.259], [-0.941, 0.739, 0.486], [-0.602, 0.429, 1.576], [0.869, -1.048, 0.184], [0.535, -0.334, -0.621], [0.637, -1.304, 1.214], [0.080, 0.620, -0.084], [-0.417, -0.189, 0.795], [0.135, -0.501, 0.628], [-0.508, -0.201, -0.241], [0.095, 0.274, -0.318], [0.127, 0.236, 0.086], [0.656, 0.215, 0.285], [0.447, -0.068, -0.650], [0.183, -0.197, 0.186], [0.154, 0.006, -1.563], [0.359, -0.907, 0.126], [0.141, 0.326, -0.289], [0.894, -0.473, 0.133], [0.225, -0.140, -0.744], [-0.900, 0.681, -0.501], [1.227, 0.063, 0.262], [-1.117, 0.139, 0.163], [-0.417, 0.392, 0.042], [-0.899, 0.532, -0.798], [0.072, -0.270, -0.362], [0.304, 0.337, -0.274], [0.408, -1.862, -0.215], [0.434, -2.028, -1.021], [-1.723, 0.350, 0.368], [-0.148, 2.237, 2.284], [-0.525, -4.193, -2.136], [0.139, 0.066, 0.346], [1.197, 0.859, -0.013], [-0.654, 1.647, -0.172], [0.417, 1.163, 0.341], [0.007, -0.414, -0.622], [0.547, -0.547, -0.232], [0.677, -0.021, -0.573], [-0.753, -1.302, 2.561], [0.637, -0.008, -0.519], [0.976, -0.877, -0.536], [-0.878, -1.017, 1.169], [0.002, -0.073, 0.344], [1.412, 1.476, -1.798], [-1.353, 1.520, 0.695], [-0.386, -1.299, -0.444], [1.081, -0.028, 1.212], [-0.090, 0.297, -1.584], [-0.390, -0.505, 0.003], [0.033, 0.352, 0.170], [-0.109, 0.598, -0.756], [0.604, 0.015, 0.484], [-0.031, 0.279, 0.083], [-1.266, 0.483, -0.368]]}